This record from the OMol25 dataset describes 9 unconnected molecules or ions with the total composition C50H117N7O20 at a distorted geometry. The level of theory is ωB97M-V with the def2-TZVPD basis set.

Each line ends with the Mulliken charge.
Element x y z (Å)
C 14.17840 13.95016 22.34467  -1.14
C 13.46872 13.30922 23.39116  0.65
C 11.92802 13.80174 23.50859  1.60
O 11.24829 13.52435 24.50629  -0.69
C 11.39476 14.51537 22.33994  -0.98
C 12.15551 14.97909 21.32749  -0.12
C 13.64728 14.74486 21.36904  0.34
O 14.36901 15.24737 20.46403  -0.77
O 11.66942 15.69972 20.37045  -0.89
O 13.91533 12.48457 24.20706  -1.24
H 15.25980 13.82710 22.43238  0.45
H 10.33905 14.76734 22.41917  0.13
C 12.44646 9.59706 17.70841  -1.06
O 12.82587 10.34166 18.86870  0.34
C 13.75104 9.65424 19.64972  0.58
C 15.13668 9.59315 19.01450  -1.19
N 15.78957 10.93387 18.82822  0.15
H 16.60828 10.82945 18.21116  0.51
H 15.11875 11.56253 18.35247  0.27
C 16.17134 11.66846 20.10257  0.63
C 17.34663 11.07038 20.79130  -0.92
O 17.12192 9.87013 21.47327  -0.36
C 16.69229 10.03612 22.83919  -0.63
H 13.27180 9.76465 16.99877  0.30
H 11.53161 10.04334 17.32256  0.22
H 12.33270 8.51870 17.82683  0.39
H 13.43250 8.62348 19.89461  0.56
H 13.83976 10.27326 20.54356  -0.83
H 15.07789 9.12066 18.03315  0.59
H 15.79790 9.00441 19.64270  0.46
H 15.29224 11.78823 20.72569  -0.42
H 16.52550 12.65351 19.79900  -0.10
H 17.71091 11.83586 21.49480  0.41
H 18.17262 10.95407 20.07854  0.40
H 17.44407 10.61655 23.38811  0.33
H 16.64697 9.02481 23.21457  0.35
H 15.75579 10.59114 22.97857  0.20
C 7.72004 10.19760 19.33250  -0.79
O 8.28776 11.22306 20.21636  0.01
C 7.50129 11.54878 21.30434  -0.92
C 8.32173 12.05381 22.40569  0.02
N 9.39794 11.03130 22.84734  0.00
H 9.64902 11.25558 23.84136  0.23
H 8.96631 10.09309 22.89050  0.52
C 10.66154 10.89211 22.06190  -0.02
C 11.69985 10.15517 22.88964  0.57
O 11.19584 8.86474 23.15197  -0.49
C 12.05967 8.04810 23.94150  -0.64
H 8.38720 10.12323 18.47531  0.08
H 6.71472 10.52247 19.04844  0.35
H 7.62075 9.25051 19.87486  0.36
H 6.83215 10.75231 21.65102  0.53
H 6.83398 12.39742 21.07071  0.38
H 7.64641 12.30543 23.23936  0.52
H 8.93992 12.84518 22.00082  -0.19
H 11.06492 11.88605 21.87422  -0.84
H 10.48319 10.41524 21.10892  0.62
H 12.06609 10.64944 23.80388  0.32
H 12.55650 10.11976 22.18923  -0.50
H 11.61510 7.06073 23.92715  0.32
H 12.23051 8.42421 24.95223  0.23
H 13.00360 8.04592 23.37417  0.24
C 19.03636 16.90689 23.81161  -0.58
O 18.57233 15.97492 22.75788  -0.50
C 17.23253 15.99138 22.57713  0.22
C 16.65025 17.25082 21.95014  -0.06
N 17.52242 17.75282 20.81559  0.14
H 17.99294 18.61849 21.11359  0.49
H 18.28589 17.04795 20.65894  0.59
C 16.90711 17.95535 19.43023  0.06
C 17.96120 17.71807 18.37853  -0.65
O 18.38789 16.39998 18.35639  -0.39
C 17.50135 15.48416 17.73606  -0.23
H 18.44113 16.61067 24.68326  0.21
H 18.79308 17.94473 23.55757  0.23
H 20.10201 16.78175 23.96696  0.32
H 16.69696 15.89590 23.53983  0.41
H 16.99277 15.18080 21.89159  -0.09
H 16.67102 18.03544 22.69761  0.60
H 15.65159 16.95914 21.61546  -0.97
H 16.46173 18.95144 19.43735  0.42
H 16.12675 17.20249 19.32953  -0.49
H 18.86402 18.32181 18.53154  0.37
H 17.59351 17.92878 17.36848  0.38
H 17.78451 15.33209 16.69209  0.43
H 16.42376 15.69935 17.79112  -0.06
H 17.69400 14.52409 18.21751  0.08
C 17.66668 13.15713 25.95926  -0.77
O 16.80053 14.24104 26.15191  0.01
C 16.47911 14.52835 27.47131  -1.01
C 15.41639 13.53339 28.02300  -0.41
N 14.27015 13.46869 27.11559  0.66
H 14.01436 14.45532 26.98507  0.36
H 14.64131 13.15281 26.18715  -0.14
C 13.07161 12.76490 27.63892  -0.22
C 13.33592 11.27775 27.94687  -0.78
O 14.16801 11.03523 29.02752  -0.43
C 13.72311 11.54368 30.24845  -0.57
H 18.09379 13.23239 24.96234  0.14
H 17.07847 12.23419 26.06728  0.26
H 18.44354 13.10948 26.72500  0.41
H 16.17409 15.58111 27.39370  0.30
H 17.40311 14.49882 28.06621  0.47
H 15.13467 13.81658 29.03113  0.21
H 15.83735 12.53816 28.03963  0.56
H 12.32881 12.84661 26.84289  -0.10
H 12.65370 13.20891 28.53579  0.54
H 13.82398 10.71475 27.13929  0.18
H 12.30028 10.93310 28.04275  0.61
H 14.08289 12.58317 30.33805  0.16
H 14.20926 10.94444 31.00916  0.23
H 12.63431 11.42226 30.28679  0.39
C 12.56125 12.94476 11.25053  -0.69
O 13.41584 12.99660 12.44403  -0.35
C 13.80196 11.77133 12.92450  -0.46
C 12.71836 11.11278 13.77861  -0.75
N 12.43948 11.84933 15.07248  0.02
H 11.85824 11.30261 15.72923  0.09
H 13.36841 11.93561 15.50765  0.32
C 11.74423 13.16794 14.99934  -0.96
C 11.47743 13.64960 16.37177  0.67
O 10.80463 12.75370 17.11129  -0.44
C 10.83974 12.95263 18.53613  0.23
H 11.96590 13.85357 11.29229  0.25
H 11.88731 12.07902 11.32534  0.34
H 13.12533 12.95880 10.32206  0.30
H 14.71979 11.86602 13.51625  0.40
H 14.01928 10.94520 12.24532  0.38
H 13.00241 10.11628 14.11834  0.42
H 11.77242 10.98365 13.26065  0.42
H 10.80553 12.95635 14.49586  0.36
H 12.27133 13.89073 14.38375  0.51
H 10.95382 14.60383 16.20344  -0.32
H 12.40248 13.91663 16.92193  0.10
H 10.04225 13.65786 18.77314  0.39
H 11.77915 13.43123 18.86315  -0.06
H 10.65526 11.94759 18.88051  -0.33
C 8.16040 19.43324 20.90052  -0.57
O 9.11492 19.13763 21.91356  -0.34
C 9.16701 17.84133 22.35430  -0.28
C 10.18590 17.64595 23.40159  -0.78
N 11.64075 17.84933 22.90815  0.87
H 11.68420 17.20775 22.08820  -0.70
H 11.58044 18.84250 22.59016  0.52
C 12.72765 17.44294 23.84981  0.42
C 13.13905 18.55664 24.71916  -0.81
O 12.04399 19.11795 25.36043  -0.32
C 12.38227 20.43344 25.98546  -0.76
H 7.11889 19.44983 21.25350  0.33
H 8.30803 18.66913 20.12107  0.16
H 8.41968 20.41920 20.53202  0.26
H 9.22016 17.14741 21.49735  0.11
H 8.27182 17.54966 22.93063  0.45
H 10.14050 16.62049 23.73837  0.42
H 9.99138 18.27454 24.24931  0.55
H 13.61003 17.04093 23.33459  -0.32
H 12.20210 16.61867 24.32455  0.17
H 13.72054 19.32652 24.17394  0.41
H 13.84591 18.11178 25.44266  0.46
H 11.58452 20.66590 26.66760  0.28
H 12.60016 21.19319 25.23072  0.32
H 13.28953 20.26313 26.57519  0.32
C 15.35673 19.79548 16.28153  -0.97
O 14.62914 18.83946 17.16715  -0.18
C 13.85077 17.89333 16.43723  -1.39
C 13.27875 16.95042 17.44784  0.54
N 12.76484 17.55084 18.69768  1.60
H 12.50574 16.79722 19.38891  -0.57
H 13.59012 18.05298 19.05503  0.38
C 11.67697 18.55798 18.56206  -1.10
C 10.33847 17.95119 18.20719  -0.14
O 10.44337 17.45063 16.88785  -0.35
C 9.16995 16.75635 16.45614  -0.78
H 14.59844 20.34059 15.71943  0.36
H 15.93869 19.20471 15.56034  0.40
H 15.95063 20.47986 16.87663  0.26
H 14.44744 17.31013 15.70979  0.57
H 13.03977 18.39794 15.90493  0.50
H 13.99700 16.19882 17.76319  0.17
H 12.56293 16.41840 16.85022  -0.19
H 11.83916 19.38498 17.88108  0.37
H 11.57635 19.02146 19.54233  0.51
H 9.66038 18.81327 18.18960  0.59
H 10.08416 17.24181 19.01259  0.10
H 8.94951 15.89236 17.09906  0.27
H 9.45848 16.48871 15.44740  0.28
H 8.31105 17.42861 16.50744  0.31
C 9.25583 11.89465 27.25681  -0.46
C 8.85887 11.91507 28.86471  0.50
O 9.27304 12.93083 29.44437  -0.70
O 8.15107 10.95682 29.14833  -0.68
H 8.49644 11.28140 26.76465  0.37
H 10.16013 11.28551 27.35577  -0.10
H 9.33465 12.92346 26.88312  0.14

HOMO energy: -11.329 eV
Total charge: +4
Energy above the lowest of the compared OMol25 structures with the same formula, charge and spin: 0.0 kJ/mol
Calculated total energy: -3861.66371 Ha



This record from the OMol25 dataset describes 2 unconnected molecules or ions with the total composition C6H9F2NS. The level of theory is ωB97M-V with the def2-TZVPD basis set.

Each line ends with the Mulliken charge.
Element x y z (Å)
C 2.37676 -2.24105 -3.98477  -0.79
C 0.26322 0.17838 -1.83923  0.09
C 0.35557 0.67783 -0.43185  -0.80
C -1.42671 0.49501 3.38276  0.22
C -2.21265 1.42215 4.20352  -0.58
C -2.83193 2.17527 4.90644  0.25
H 2.28608 -3.06308 -3.25889  0.26
H 3.29978 -1.68076 -3.81162  0.27
H 2.40236 -2.66880 -4.99166  0.32
H -0.57395 0.54755 -2.44436  0.32
H 1.22257 0.23777 0.06438  0.25
H 0.44592 1.76984 -0.41578  0.27
H -0.55116 0.41877 0.12705  0.17
H -0.58194 0.07502 3.93084  0.16
H -3.38809 2.84629 5.52342  0.41
N 1.12736 -0.63861 -2.29214  -0.35
F -0.94529 1.13706 2.28599  -0.21
F -2.21289 -0.53079 2.95835  -0.25
S 0.94500 -1.15783 -3.91246  -0.03

HOMO energy: -8.195 eV
SMILES: C#CC(F)F.C/C=N/SC
Total charge: 0
Energy above the lowest of the compared OMol25 structures with the same formula, charge and spin: 34.2 kJ/mol
Calculated total energy: -886.58836 Ha



This record from the OMol25 dataset describes a single C21H24ClNO6S molecule. The level of theory is ωB97M-V with the def2-TZVPD basis set.

Each line ends with the Mulliken charge.
Element x y z (Å)
C -3.48944 -2.17466 1.80101  -0.68
H -4.35518 -2.83531 1.81414  0.25
H -2.62962 -2.71429 1.39602  0.12
H -3.26941 -1.84619 2.82101  0.38
O -3.85760 -1.09253 0.97738  -0.41
C -2.97142 -0.07076 0.80271  0.49
C -1.69312 -0.07394 1.33703  0.06
C -0.81138 0.95791 1.04579  -0.43
C -1.23732 2.03427 0.29668  -0.21
C -2.53335 2.08001 -0.21931  -0.10
C -3.40897 1.00992 0.00874  0.86
O -4.64306 1.02305 -0.59922  -0.48
C -5.77840 0.66209 0.16482  -0.84
H -5.70626 1.03713 1.18869  0.32
H -6.62771 1.13061 -0.33401  0.34
H -5.91940 -0.41964 0.18778  0.22
O -2.78449 3.19490 -0.95721  -0.45
C -4.10161 3.57610 -1.29375  -0.80
H -4.73737 3.64811 -0.40794  0.31
H -4.00123 4.56317 -1.74558  0.28
H -4.55260 2.88701 -2.00957  0.25
H -0.59470 2.87796 0.10205  0.60
C 0.57690 0.89972 1.59484  0.17
O 0.81067 0.97285 2.78642  -0.70
N 1.56680 0.74138 0.67182  0.10
C 1.30392 0.60253 -0.75180  -0.87
C 0.30474 -0.48370 -1.06306  1.02
C -0.67886 -0.27546 -2.02174  -0.76
C -1.61061 -1.25846 -2.30101  -0.67
C -1.57556 -2.47050 -1.63471  -0.52
C -0.58534 -2.67991 -0.69019  0.03
C 0.35075 -1.70334 -0.40066  -0.63
H 1.08953 -1.88869 0.36372  0.37
Cl -0.52004 -4.18660 0.16453  -0.21
H -2.30460 -3.23836 -1.83851  0.46
H -2.37899 -1.07788 -3.03639  0.40
H -0.72456 0.66869 -2.54200  0.42
H 0.93370 1.54533 -1.16755  0.30
H 2.25196 0.37221 -1.25049  0.55
C 2.94283 0.78192 1.13408  -0.39
C 3.74634 -0.45026 0.72149  -0.82
H 4.28451 -0.89829 1.55037  0.42
H 3.15364 -1.20425 0.21554  0.17
S 5.00763 0.18254 -0.42537  1.13
O 4.41866 0.34764 -1.72804  -0.64
O 6.22771 -0.56661 -0.33635  -0.72
C 5.11260 1.79992 0.39358  -0.85
C 3.64434 2.07113 0.62241  -0.69
H 3.20170 2.35606 -0.33316  0.31
H 3.47897 2.88289 1.33074  0.47
H 5.59348 2.52510 -0.25271  0.48
H 5.67994 1.66055 1.30842  0.33
H 2.86509 0.82190 2.22712  0.67
H -1.35032 -0.89122 1.94816  0.60

HOMO energy: -8.396 eV
SMILES: COc1cc(C(=O)N(Cc2cccc(Cl)c2)[C@@H]2CCS(=O)(=O)C2)cc(OC)c1OC
Total charge: 0
Calculated total energy: -2179.16364 Ha